1.
Molecular formula: C37H90Br3N2O22P5
Method: DFT, the ωB97M-V functional and the def2-TZVPD basis

The geometry in ORCA input format:
```
! wB97M-V def2-TZVPD RIJCOSX def2/J DEFGRID3
* xyz 0 1
C -3.32 -1.24 2.73
O -2.71 -2.03 3.44
N -4.53 -1.55 2.13
C -5.23 -0.66 1.28
C -5.27 -2.76 2.50
H -3.08 -0.21 2.45
H -5.05 -0.87 0.22
H -4.94 0.35 1.56
H -6.29 -0.78 1.53
H -5.67 -3.30 1.65
H -4.65 -3.34 3.19
H -6.17 -2.51 3.06
C 0.12 0.94 1.74
O -1.13 1.18 1.61
N 0.91 0.37 0.82
C 2.35 0.18 0.98
C 0.37 -0.20 -0.42
H 0.64 1.17 2.68
H 2.95 0.55 0.15
H 2.70 -0.85 0.97
H 2.73 0.68 1.87
H 0.82 0.25 -1.30
H 0.52 -1.27 -0.53
H -0.72 -0.19 -0.44
C 2.29 3.47 -1.81
Br 3.77 3.11 -0.57
Br 2.62 4.89 -3.19
Br 0.62 3.83 -0.80
H 2.16 2.52 -2.34
C -3.26 4.81 1.45
C -3.19 3.76 2.58
O -4.11 4.12 3.62
P -4.84 2.89 4.45
O -5.20 1.69 3.63
O -3.83 2.56 5.61
C -3.97 1.37 6.45
C -3.89 1.80 7.95
O -6.09 3.65 5.20
C -5.87 4.66 6.17
C -5.80 6.04 5.56
H -2.34 4.93 0.87
H -4.14 4.72 0.83
H -3.28 5.83 1.86
H -3.51 2.77 2.26
H -2.18 3.79 3.00
H -4.76 0.64 6.26
H -3.08 0.75 6.42
H -4.80 2.31 8.26
H -3.74 0.94 8.59
H -3.05 2.49 8.05
H -6.70 4.66 6.88
H -4.94 4.48 6.70
H -5.93 6.80 6.33
H -4.86 6.28 5.06
H -6.55 5.99 4.78
C -3.01 -4.43 -5.62
C -4.51 -4.50 -5.19
O -4.67 -5.08 -3.90
P -5.93 -4.72 -2.94
O -6.15 -5.74 -1.91
O -7.15 -4.39 -3.95
C -8.17 -5.37 -4.18
C -9.39 -4.68 -4.81
O -5.59 -3.25 -2.36
C -4.56 -3.17 -1.41
C -3.60 -1.96 -1.70
H -2.86 -4.27 -6.69
H -2.47 -3.69 -5.04
H -2.51 -5.38 -5.46
H -4.93 -3.50 -5.16
H -5.12 -5.06 -5.89
H -7.92 -6.14 -4.91
H -8.44 -5.79 -3.21
H -9.10 -4.03 -5.63
H -10.18 -5.35 -5.15
H -9.77 -4.08 -3.98
H -5.01 -2.89 -0.46
H -4.00 -4.09 -1.24
H -2.85 -1.68 -0.95
H -3.18 -2.33 -2.63
H -4.05 -1.04 -2.07
C 0.67 2.40 -5.68
C -0.73 2.95 -5.36
O -1.16 2.48 -4.12
P -1.50 0.92 -3.87
O -0.31 0.07 -3.80
O -2.51 0.58 -5.10
C -3.10 -0.71 -5.24
C -3.66 -0.84 -6.71
O -2.50 0.91 -2.56
C -2.72 2.03 -1.71
C -3.88 1.72 -0.78
H 0.74 1.33 -5.48
H 0.90 2.54 -6.74
H 1.43 2.92 -5.09
H -0.80 4.04 -5.43
H -1.44 2.71 -6.15
H -2.40 -1.46 -4.88
H -3.94 -0.76 -4.54
H -4.45 -0.10 -6.87
H -2.87 -0.59 -7.41
H -4.12 -1.83 -6.74
H -1.78 2.36 -1.26
H -3.08 2.73 -2.46
H -4.13 2.64 -0.26
H -4.76 1.33 -1.30
H -3.60 0.91 -0.11
C 9.03 0.58 -1.71
C 7.84 0.62 -0.76
O 6.89 -0.46 -0.98
P 7.37 -2.02 -0.93
O 8.29 -2.27 0.14
O 5.88 -2.84 -0.92
C 4.82 -2.41 -0.19
C 3.58 -3.37 -0.35
O 7.94 -2.20 -2.45
C 8.72 -3.39 -2.73
C 7.79 -4.48 -3.12
H 8.63 0.71 -2.71
H 9.76 1.38 -1.64
H 9.55 -0.38 -1.65
H 8.26 0.68 0.25
H 7.30 1.55 -0.94
H 5.07 -2.39 0.87
H 4.43 -1.47 -0.58
H 2.90 -3.22 0.49
H 3.08 -3.35 -1.32
H 3.88 -4.42 -0.37
H 9.44 -3.32 -3.54
H 9.29 -3.79 -1.89
H 8.38 -5.38 -3.30
H 6.97 -4.59 -2.42
H 7.30 -4.15 -4.03
C 7.60 4.41 2.03
C 6.46 3.31 1.80
O 6.95 2.27 2.55
P 5.93 1.15 3.09
O 5.12 0.49 1.98
O 6.81 0.17 4.08
C 7.42 -0.86 3.45
C 8.90 -0.46 3.15
O 5.04 1.94 4.15
C 3.90 1.31 4.76
C 4.23 0.15 5.75
H 7.74 5.07 1.18
H 7.43 4.91 2.98
H 8.60 3.97 2.04
H 5.50 3.73 2.11
H 6.42 3.00 0.76
H 7.44 -1.68 4.17
H 6.99 -1.25 2.52
H 9.44 -1.29 2.70
H 8.85 0.40 2.49
H 9.50 -0.12 4.00
H 3.24 2.02 5.24
H 3.24 0.96 3.97
H 3.27 -0.18 6.14
H 4.69 -0.66 5.19
H 4.84 0.45 6.61
*
```

The HOMO-LUMO gap is 8.0 eV. Its total energy is -344435.85136 eV. As for the HOMO energy: -0.3129 Eh. The energy above the lowest of the compared OMol25 structures with the same formula, charge and spin comes out at 27.03 kcal/mol.

=====

2.
Molecular formula: C9H14O2
Method: DFT, the ωB97M-V functional and the def2-TZVPD basis

The geometry in ORCA input format:
```
! wB97M-V def2-TZVPD RIJCOSX def2/J DEFGRID3
* xyz 0 1
C -0.44 -1.73 -2.85
C -1.59 -2.35 -2.04
O 0.64 -2.38 -2.93
H -0.88 -1.70 -3.89
H -0.20 -0.56 -2.53
H -1.63 -3.48 -1.99
H 1.05 -2.91 -2.25
H -2.56 -2.14 -2.34
H -1.54 -2.11 -1.05
C 0.03 -1.47 2.57
C 0.46 2.13 0.35
C -0.70 1.29 0.12
C 1.35 1.85 1.40
C -0.96 0.24 0.91
C 1.09 0.74 2.13
C 0.03 -0.15 1.84
O 0.48 3.34 -0.11
H -1.28 1.56 -0.76
H 0.23 3.41 -1.04
H 2.27 2.53 1.52
H -1.72 -0.51 0.89
H 1.45 0.58 3.14
H 0.97 -1.61 3.04
H 0.03 -2.39 1.74
H -0.81 -1.70 3.23
*
```

The HOMO-LUMO gap is 8.7 eV. Its total energy is -13651.99843 eV. As for the HOMO energy: -0.2932 Eh. The energy above the lowest of the compared OMol25 structures with the same formula, charge and spin comes out at 84.36 kcal/mol. As for the SMILES: Cc1ccc(O)cc1.CCO.

=====

3.
Molecular formula: C4H13N3O
Method: DFT, the ωB97M-V functional and the def2-TZVPD basis

The geometry in ORCA input format:
```
! wB97M-V def2-TZVPD RIJCOSX def2/J DEFGRID3
* xyz 0 1
C 0.39 -0.72 -0.49
C 1.33 1.08 0.88
C -0.84 0.16 -1.53
C 1.63 -0.84 -1.36
N -0.97 0.27 1.32
N 0.54 -0.14 0.78
N -1.83 -0.79 1.62
O -1.68 1.48 1.24
H -2.60 1.15 1.20
H -0.08 -1.70 -0.41
H -2.00 -0.79 2.62
H -1.35 -1.67 1.42
H 0.86 1.95 0.41
H 2.33 0.99 0.44
H 1.50 1.31 1.94
H 2.02 0.14 -1.68
H -0.78 -0.45 -2.43
H -0.42 1.15 -1.69
H -1.88 0.21 -1.22
H 2.43 -1.37 -0.82
H 1.41 -1.42 -2.26
*
```

The HOMO-LUMO gap is 8.0 eV. Its total energy is -10870.40334 eV. As for the HOMO energy: -0.2586 Eh. The energy above the lowest of the compared OMol25 structures with the same formula, charge and spin comes out at 167.75 kcal/mol. As for the SMILES: CC(C)N(C)N(N)O.

=====

4.
Molecular formula: C24H16CrF5N4O2S
Method: DFT, the ωB97M-V functional and the def2-TZVPD basis

The geometry in ORCA input format:
```
! wB97M-V def2-TZVPD RIJCOSX def2/J DEFGRID3
* xyz 0 2
Cr 0.19 -0.40 -0.32
O -0.92 -1.35 -1.43
C -1.92 -2.17 -1.11
C -2.62 -2.79 -2.15
C -3.67 -3.65 -1.89
C -4.07 -3.91 -0.59
C -3.39 -3.30 0.45
C -2.32 -2.43 0.22
C -1.68 -1.82 1.38
N -0.71 -1.01 1.29
N -0.20 -0.46 2.48
C 0.70 0.43 2.18
O 1.05 0.74 0.96
C 1.40 1.13 3.28
C 2.36 2.09 2.98
C 3.03 2.75 4.00
C 2.74 2.45 5.32
C 1.78 1.50 5.63
C 1.11 0.83 4.61
H -2.29 -2.58 -3.16
H -4.18 -4.12 -2.72
H -4.89 -4.59 -0.38
H -3.68 -3.50 1.48
H -2.05 -2.06 2.37
H 2.58 2.30 1.94
H 3.78 3.49 3.76
H 3.26 2.97 6.12
H 1.55 1.26 6.66
H 0.36 0.08 4.83
F 4.77 -0.38 -5.13
C 4.13 -0.74 -4.02
C 3.03 -0.03 -3.59
F 2.59 1.03 -4.28
C 2.38 -0.43 -2.44
F 1.29 0.31 -2.06
C 2.76 -1.51 -1.66
S 1.93 -1.97 -0.18
C 3.88 -2.20 -2.13
F 4.33 -3.25 -1.45
C 4.55 -1.83 -3.27
F 5.62 -2.52 -3.68
C -3.15 3.49 -2.43
N -2.46 2.71 -1.42
C -2.53 2.88 -0.05
C -1.70 1.94 0.49
N -1.13 1.21 -0.52
C -1.61 1.69 -1.65
H -3.92 4.08 -1.94
H -3.62 2.82 -3.15
H -2.46 4.15 -2.95
H -3.15 3.63 0.40
H -1.48 1.75 1.53
H -1.37 1.32 -2.63
*
```

The HOMO-LUMO gap (alpha / beta) is 7.2 / 7.6 eV. Its total energy is -88047.57299 eV. As for the HOMO energy (alpha / beta): -0.2860 / -0.2865 Eh. The energy above the lowest of the compared OMol25 structures with the same formula, charge and spin comes out at 3.40 kcal/mol.

=====

5.
Molecular formula: CH2O5P2
Method: DFT, the ωB97M-V functional and the def2-TZVPD basis

The geometry in ORCA input format:
```
! wB97M-V def2-TZVPD RIJCOSX def2/J DEFGRID3
* xyz -2 1
C -0.80 0.65 -0.09
O -2.32 3.20 -1.64
O -1.13 3.77 0.57
O -0.44 -0.04 -1.07
O -3.47 2.71 0.61
O 1.54 -0.59 0.28
P 0.70 0.38 1.26
P -2.21 3.05 -0.15
H 0.91 -0.61 -0.53
H -0.19 -0.60 1.56
*
```

The HOMO-LUMO gap is 6.2 eV. Its total energy is -29885.02876 eV. As for the HOMO energy: 0.0177 Eh. The energy above the lowest of the compared OMol25 structures with the same formula, charge and spin comes out at 77.99 kcal/mol.

=====

6.
Molecular formula: C21H28N3O9PPdS2
Method: DFT, the ωB97M-V functional and the def2-TZVPD basis

The geometry in ORCA input format:
```
! wB97M-V def2-TZVPD RIJCOSX def2/J DEFGRID3
* xyz -2 3
Pd 1.00 -0.90 0.63
O 2.21 -4.55 -1.18
C 1.90 -3.55 -0.53
O 1.23 -2.55 -0.93
C 2.36 -3.48 0.94
C 2.71 -4.60 1.69
C 3.04 -4.43 3.02
C 3.01 -3.15 3.58
C 2.66 -2.09 2.77
N 2.38 -2.28 1.49
C 2.49 -0.64 3.28
O 3.06 -0.34 4.33
O 1.77 0.11 2.56
H 2.69 -5.57 1.22
H 3.31 -5.28 3.63
H 3.24 -2.98 4.62
C -2.02 -2.42 -1.69
C -2.68 -1.47 -0.71
C -3.97 -0.86 -1.25
O -3.04 -2.19 0.48
P -2.48 -1.80 1.93
S -3.70 -2.60 3.24
S -0.52 -2.32 2.02
O -2.67 -0.20 1.83
C -2.28 0.84 2.75
C -1.40 1.82 1.98
C -1.57 0.35 4.00
H -1.91 -1.92 -2.66
H -2.62 -3.33 -1.82
H -1.03 -2.70 -1.34
H -1.98 -0.66 -0.47
H -4.68 -1.66 -1.51
H -3.76 -0.25 -2.12
H -4.43 -0.24 -0.48
H -3.23 1.32 3.03
H -0.44 1.34 1.80
H -1.24 2.73 2.56
H -1.86 2.06 1.02
H -0.55 0.06 3.77
H -2.10 -0.51 4.42
H -1.53 1.15 4.75
C 0.81 4.13 -0.45
C 0.08 3.95 -1.78
C 0.47 2.66 -2.52
C -0.14 2.67 -3.94
C 0.30 1.46 -4.76
C 1.97 2.64 -2.66
O 2.59 3.41 -3.37
N 2.60 1.71 -1.90
C 1.99 0.80 -1.00
O 2.77 0.13 -0.32
N 0.67 0.71 -0.95
C -0.14 1.47 -1.73
O -1.34 1.31 -1.79
H 0.43 5.02 0.07
H 1.88 4.27 -0.60
H 0.66 3.27 0.21
H 0.30 4.80 -2.43
H -1.00 3.92 -1.60
H 0.17 3.59 -4.44
H -1.23 2.66 -3.83
H 1.38 1.45 -4.89
H -0.16 1.49 -5.75
H 0.00 0.53 -4.27
H 3.61 1.67 -1.92
*
```

The HOMO-LUMO gap (alpha / beta) is 6.8 / 7.2 eV. Its total energy is -79576.75464 eV. As for the HOMO energy (alpha / beta): -0.0843 / -0.0993 Eh. The energy above the lowest of the compared OMol25 structures with the same formula, charge and spin comes out at 0.00 kcal/mol.